C5H4NO5Sn | ωB97M-V/def2-TZVPD

Geometry (Å):
1 O -2.9251 -3.9053 2.4498
2 C -2.0067 -3.6358 1.8194
3 Sn 0.4483 0.1695 -0.3009
4 C 1.5028 2.0075 -1.2540
5 O 2.2845 2.6392 -1.8056
6 C 2.2036 -1.1040 -1.1396
7 O 3.2403 -1.0946 -1.6665
8 C -1.0153 -0.2606 -2.2224
9 O -1.6796 -0.5471 -3.1134
10 C 1.5080 0.3528 1.8353
11 O 2.1155 0.3428 2.8109
12 H 1.2082 -1.7173 -0.5977
13 N -1.5145 1.5584 0.6856
14 H -1.5308 1.4142 1.6986
15 H -2.4004 1.2176 0.3028
16 H -1.4389 2.5626 0.4975

Cartesian forces (eV/Å) of the 3 atoms listed first:
O 2.68 0.69 -1.82
C -2.61 -0.58 1.76
Sn -3.72 3.96 1.51

## Properties
* total charge: +3
* relative energy (zero: lowest compared OMol25 entry of this formula, charge and spin): 77.5 kcal per mole
* E_tot: -22767.5961 eV



C15H11ClN4O2S | ωB97M-V/def2-TZVPD

Geometry (Å):
1 O 4.7610 -1.5641 4.1928
2 C 4.8645 -1.8664 3.0323
3 O 5.8507 -2.6579 2.5846
4 C 3.9419 -1.4199 1.9593
5 C 4.0949 -1.8433 0.6411
6 C 3.2111 -1.4005 -0.3253
7 C 2.1740 -0.5441 0.0036
8 C 2.0178 -0.1323 1.3228
9 N 0.9861 0.7299 1.7058
10 N 1.0217 1.3979 2.8771
11 N -0.0333 2.0775 2.9730
12 N -0.8221 1.9183 1.9220
13 C -0.1999 1.0806 1.1161
14 S -0.8224 0.5254 -0.3896
15 C -2.4934 1.2915 -0.2615
16 C -3.2679 1.0125 -1.5028
17 C -3.4180 1.9917 -2.4781
18 C -4.1337 1.7433 -3.6349
19 C -4.7089 0.5004 -3.8380
20 C -4.5660 -0.4925 -2.8853
21 C -3.8473 -0.2350 -1.7297
22 Cl -3.6734 -1.4952 -0.5563
23 C 2.9031 -0.5638 2.3028
24 H 6.4217 -2.9183 3.3243
25 H 4.9021 -2.5109 0.3861
26 H 3.3270 -1.7193 -1.3496
27 H 1.4997 -0.1961 -0.7627
28 H -2.9605 0.8556 0.6209
29 H -2.3338 2.3567 -0.1076
30 H -2.9688 2.9608 -2.3189
31 H -4.2415 2.5191 -4.3771
32 H -5.2689 0.2997 -4.7383
33 H -5.0071 -1.4657 -3.0332
34 H 2.7897 -0.2356 3.3244

Cartesian forces (eV/Å) of the 3 atoms listed first:
O -0.07 0.04 -0.06
C 0.09 0.05 0.59
O 0.27 -0.27 -0.38

## Properties
* total charge: 0
* E_tot: -49146.2468 eV
* SMILES: O=C(O)c1cccc(-n2nnnc2SCc2ccccc2Cl)c1



Q: Number 2 is which compound?
A: C15H11ClN4O2S